[1]
Density functional theory data (ωB97M-V with the def2-TZVPD basis set) for a cluster of 2 separate species, C10H21NOP in total.

Computed properties:
E_HOMO = -12.43 eV
frontier orbital gap = 10.06 eV
electronic energy = -23526.4144 eV
total charge = +1
ΔE to the lowest compared entry with this formula, charge and spin = 130.97 kJ/mol

Each line ends with the Löwdin charge.
Positions of all 34 atoms, in Å:
C  -3.245  3.079  0.532  0.01
C  -2.707  1.864  0.359  -0.24
C  1.952  0.026  0.426  -0.28
C  1.630  1.323  0.375  -0.17
C  4.826  -1.655  -0.992  -0.03
C  -1.727  -1.728  -2.411  -0.05
C  -1.912  -2.587  -0.089  -0.12
C  -0.250  3.135  2.220  -0.14
C  -1.302  1.628  -0.290  -0.31
C  3.502  -1.651  -0.162  -0.20
N  -1.951  -1.560  -1.185  -0.11
O  2.937  -0.392  -0.279  -0.05
P  -0.083  1.648  1.049  1.03
H  -4.259  3.073  0.939  0.08
H  -2.581  3.892  0.132  0.09
H  -3.277  1.020  0.617  0.08
H  1.301  -0.719  1.154  0.17
H  2.071  1.869  -0.421  0.08
H  4.610  -1.572  -2.027  0.07
H  5.612  -0.971  -0.640  0.09
H  5.233  -2.632  -0.890  0.07
H  -1.946  -0.821  -2.884  0.05
H  -0.401  0.477  1.802  0.06
H  -1.264  -2.647  -2.863  0.10
H  -1.099  -2.238  0.588  0.05
H  -2.728  -2.692  0.578  0.05
H  -1.634  -3.698  -0.341  0.11
H  0.640  3.752  1.886  0.08
H  -0.087  2.743  3.192  0.04
H  -1.140  3.674  2.163  0.01
H  -1.173  2.352  -1.109  0.10
H  -1.454  0.630  -0.790  0.06
H  3.722  -1.821  0.903  0.14
H  2.891  -2.320  -0.650  0.10

---

[2]
Density functional theory data (ωB97M-V with the def2-TZVPD basis set) for the molecule C10H21NSi.

Computed properties:
E_HOMO (spin up / spin down) = -6.95 / -5.51 eV
frontier orbital gap (spin up / spin down) = 6.14 / 3.25 eV
electronic energy = -20071.9928 eV
ΔE to the lowest compared entry with this formula, charge and spin = 726.53 kJ/mol

Each line ends with the Löwdin charge.
Positions of all 33 atoms, in Å:
C  0.674  2.190  0.007  -0.13
C  -0.616  1.934  0.261  -0.11
C  1.724  1.181  -0.420  -0.29
C  1.933  -0.019  0.449  -0.15
C  1.531  0.751  -1.940  -0.05
C  2.606  -1.329  0.041  0.01
C  1.683  -0.040  1.872  -0.02
C  -0.794  -2.420  -0.530  -0.27
C  -3.183  0.654  -0.920  -0.19
C  -2.272  -0.064  1.710  -0.19
N  -0.841  -0.995  -0.855  -0.21
Si  -1.500  0.321  0.002  0.38
H  1.116  3.134  -0.089  0.08
H  -1.179  2.785  0.366  0.04
H  2.770  1.534  -0.572  0.17
H  1.183  1.671  -2.453  0.10
H  0.723  0.147  -2.089  0.00
H  2.313  0.213  -2.462  0.08
H  1.938  -1.955  -0.502  0.08
H  2.911  -1.806  0.867  0.04
H  3.294  -1.351  -0.743  0.08
H  2.241  -0.805  2.338  0.07
H  0.534  -0.032  2.006  0.12
H  1.783  0.979  2.340  0.13
H  -0.393  -2.729  0.418  0.03
H  -1.911  -2.697  -0.491  0.08
H  -0.163  -2.853  -1.342  0.06
H  -3.650  1.659  -0.682  0.04
H  -3.148  0.636  -2.041  0.03
H  -3.830  -0.112  -0.699  -0.03
H  -3.180  0.391  1.790  -0.03
H  -2.546  -1.193  1.738  0.06
H  -1.750  0.220  2.629  0.01

---

[3]
Density functional theory data (ωB97M-V with the def2-TZVPD basis set) for a structure of composition C10H22AlIO4P2.

Computed properties:
E_HOMO (spin up / spin down) = -14.44 / -14.44 eV
frontier orbital gap (spin up / spin down) = 4.21 / 4.21 eV
electronic energy = -52179.2590 eV
total charge = +2
ΔE to the lowest compared entry with this formula, charge and spin = 0.00 kJ/mol

Each line ends with the Löwdin charge.
Positions of all 40 atoms, in Å:
C  -1.294  -2.441  2.054  0.09
C  -0.541  -1.304  1.505  -0.22
H  -2.343  -2.412  1.739  0.13
H  -1.225  -2.404  3.148  0.13
H  -0.840  -3.386  1.719  0.15
O  -0.981  -0.742  0.417  0.04
I  -0.114  3.082  -0.858  0.81
Al  -0.693  1.013  0.292  -0.40
P  -1.164  0.423  -2.245  0.70
C  -2.979  0.583  -2.256  -0.23
C  -0.670  1.197  -3.825  -0.26
H  -1.307  0.810  -4.634  0.07
H  -1.149  -1.552  -3.643  0.07
H  0.380  0.953  -4.036  0.06
H  0.076  -1.657  -2.339  0.03
H  -3.283  1.458  -1.670  0.05
H  -0.772  2.286  -3.755  0.02
C  -0.950  -1.354  -2.580  -0.25
H  -3.314  0.685  -3.297  0.07
H  -1.648  -1.926  -1.957  0.05
H  -3.409  -0.320  -1.805  0.06
P  2.137  -0.089  1.325  0.93
C  3.488  -1.065  1.977  -0.13
C  2.122  -0.227  -0.453  -0.17
H  1.900  2.313  1.184  0.01
H  3.427  1.768  1.957  0.09
H  1.883  1.707  2.878  0.09
C  2.343  1.594  1.887  -0.14
H  1.757  0.699  -0.927  0.02
H  3.170  -0.375  -0.751  0.10
H  4.398  -0.450  1.962  0.09
H  3.631  -1.955  1.351  0.09
H  1.531  -1.086  -0.795  0.06
H  3.255  -1.363  3.007  0.08
C  0.618  -0.796  2.192  -0.33
O  0.747  -0.764  3.438  0.16
O  -0.820  1.637  2.168  -0.03
C  -2.086  1.794  1.985  -0.29
O  -2.574  1.482  0.846  0.01
H  -2.708  2.182  2.793  0.18

---

[4]
Density functional theory data (ωB97M-V with the def2-TZVPD basis set) for a cluster of 3 separate species, C10H22BClO8P in total.

Computed properties:
E_HOMO = -4.35 eV
frontier orbital gap = 6.91 eV
electronic energy = -49593.0667 eV
total charge = -1

Each line ends with the Löwdin charge.
Positions of all 43 atoms, in Å:
O  2.401  0.975  1.003  -0.14
O  2.024  -0.192  1.445  -0.31
C  1.064  -0.846  0.529  -0.39
P  -0.687  -0.172  0.933  0.13
Cl  -0.969  -1.526  2.563  0.10
C  -2.424  0.652  1.191  -0.35
B  -3.469  -0.056  0.137  -0.53
O  -4.753  -0.682  0.595  0.00
O  -3.153  -0.114  -1.327  -0.01
H  1.628  1.545  0.716  0.10
H  1.141  -2.014  0.501  0.09
H  1.362  -0.477  -0.567  0.10
H  -0.118  0.760  1.897  -0.02
H  -0.503  0.771  -0.167  -0.03
H  -1.223  -1.189  0.064  -0.02
H  -2.292  1.788  0.869  0.08
H  -2.776  0.654  2.307  0.06
H  -4.961  -0.241  1.481  0.10
H  -2.438  0.588  -1.477  0.10
O  6.138  3.758  5.834  0.08
C  5.784  3.053  4.903  -0.47
O  4.488  2.909  4.497  0.03
C  4.429  1.931  3.459  -0.16
C  5.819  1.881  2.880  -0.17
C  6.686  2.190  4.074  -0.10
H  4.128  0.974  3.898  0.14
H  3.687  2.229  2.714  0.12
H  6.053  0.925  2.405  0.12
H  5.935  2.671  2.128  0.12
H  6.936  1.288  4.640  0.13
H  7.591  2.730  3.784  0.13
O  -1.858  -2.438  -3.262  0.11
C  -2.771  -2.251  -4.050  -0.46
O  -2.673  -1.478  -5.171  0.02
C  -3.954  -1.394  -5.795  -0.18
C  -4.717  -2.595  -5.300  -0.18
C  -4.162  -2.789  -3.911  -0.08
H  -4.425  -0.451  -5.498  0.13
H  -3.836  -1.405  -6.882  0.12
H  -5.801  -2.455  -5.323  0.12
H  -4.475  -3.468  -5.917  0.12
H  -4.703  -2.194  -3.170  0.14
H  -4.151  -3.844  -3.628  0.13

---

[5]
Density functional theory data (ωB97M-V with the def2-TZVPD basis set) for a structure of composition C10H22Br2NaO8.

Computed properties:
E_HOMO = -2.79 eV
frontier orbital gap = 4.88 eV
electronic energy = -171606.2489 eV
total charge = -1
ΔE to the lowest compared entry with this formula, charge and spin = 143.71 kJ/mol

Each line ends with the Löwdin charge.
Positions of all 43 atoms, in Å:
Na  -0.268  -0.035  0.479  0.35
C  -2.660  -0.153  2.674  -0.44
O  -1.860  0.781  2.123  -0.40
H  -2.182  -1.125  2.554  0.03
H  -2.653  -0.104  3.763  0.03
H  -3.688  -0.061  2.322  0.03
C  3.145  0.645  1.948  -0.45
O  1.804  0.816  1.787  -0.39
H  3.737  1.470  1.553  0.02
H  3.478  0.600  2.985  0.03
H  3.518  -0.165  1.322  0.02
Br  -2.631  4.062  -1.101  0.62
C  -2.784  2.077  -0.862  -0.63
C  -3.221  1.519  -2.237  -0.61
Br  -2.906  -0.468  -2.134  0.60
H  -3.476  1.921  -0.034  0.06
H  -1.777  1.845  -0.515  0.01
H  -2.545  1.971  -2.963  0.04
H  -4.288  1.738  -2.260  0.06
C  2.350  -3.455  1.850  -0.03
O  1.241  -4.184  1.343  0.01
C  0.344  -3.486  0.641  -0.54
O  0.348  -2.220  0.521  0.05
O  -0.443  -4.297  0.002  0.01
C  -1.860  -3.948  -0.217  0.02
H  2.994  -3.024  1.083  0.10
H  2.923  -4.157  2.455  0.09
H  1.935  -2.598  2.381  0.11
H  -2.416  -4.185  0.691  0.10
H  -2.280  -4.683  -0.903  0.09
H  -1.945  -2.903  -0.515  0.06
C  2.394  0.552  -3.386  -0.01
O  2.189  1.894  -2.861  -0.01
C  1.239  2.163  -1.930  -0.47
O  0.349  1.421  -1.506  0.08
O  1.477  3.431  -1.423  -0.01
C  0.948  3.860  -0.181  -0.07
H  2.294  -0.066  -2.494  0.09
H  3.343  0.293  -3.856  0.10
H  1.452  0.215  -3.821  0.09
H  0.913  3.149  0.644  0.09
H  -0.039  4.298  -0.329  0.01
H  1.504  4.593  0.404  0.09

---

[6]
Density functional theory data (ωB97M-V with the def2-TZVPD basis set) for a structure of composition C10H22BrCaCl3N6O2.

Computed properties:
E_HOMO = -15.15 eV
frontier orbital gap = 10.06 eV
electronic energy = -149802.0155 eV
total charge = +2
ΔE to the lowest compared entry with this formula, charge and spin = 0.00 kJ/mol

Each line ends with the Löwdin charge.
Positions of all 45 atoms, in Å:
Ca  0.736  0.618  0.175  1.05
N  -2.142  -0.178  -2.536  0.18
C  -3.005  -1.172  -1.800  -0.26
C  -3.733  -0.503  -0.640  -0.09
C  -2.938  -0.362  0.659  -0.35
N  -1.909  0.712  0.584  -0.01
C  -2.302  -1.694  1.054  -0.10
C  -1.463  -2.355  -0.041  -0.34
N  -0.129  -1.704  -0.157  -0.04
C  -2.224  -2.412  -1.371  -0.08
H  -2.706  0.553  -2.976  0.17
H  -1.600  -0.611  -3.286  0.16
H  -1.447  0.328  -1.957  -0.06
H  -3.738  -1.478  -2.546  0.16
H  -4.596  -1.132  -0.415  0.14
H  -4.150  0.461  -0.949  0.13
H  -3.666  -0.101  1.430  0.15
H  -1.707  0.977  1.547  0.06
H  -2.326  1.556  0.196  0.09
H  -3.105  -2.380  1.330  0.14
H  -1.695  -1.569  1.956  0.13
H  -1.307  -3.397  0.245  0.15
H  0.323  -2.015  -1.017  0.09
H  0.473  -2.121  0.554  0.09
H  -2.974  -3.198  -1.260  0.14
H  -1.571  -2.756  -2.179  0.13
C  5.884  -0.903  -1.154  0.00
O  4.563  -1.271  -0.704  0.04
C  3.673  -0.367  -0.384  -0.56
O  2.555  -0.734  -0.005  -0.11
N  4.005  0.939  -0.483  0.04
N  3.040  1.902  -0.153  0.00
H  6.394  -1.841  -1.339  0.11
H  6.413  -0.353  -0.375  0.11
H  5.827  -0.333  -2.081  0.11
H  4.902  1.233  -0.834  0.15
H  2.793  2.440  -0.981  0.06
H  3.421  2.527  0.549  0.12
Cl  -1.572  3.827  4.557  0.66
C  0.165  3.721  4.243  -1.63
Cl  0.828  5.288  3.799  0.68
Cl  1.018  3.019  5.610  0.68
C  0.336  2.816  3.091  -0.34
N  0.462  2.115  2.194  0.12
Br  0.195  1.907  -2.148  -0.05

---

[7]
Density functional theory data (ωB97M-V with the def2-TZVPD basis set) for a cluster of 2 separate species, C10H22ClNO6P in total.

Computed properties:
E_HOMO = -11.59 eV
frontier orbital gap = 7.21 eV
electronic energy = -46302.9920 eV
total charge = +1

Each line ends with the Löwdin charge.
Positions of all 41 atoms, in Å:
C  0.817  -1.151  -0.345  -0.06
C  -0.778  -0.975  -0.631  -0.37
O  -1.370  -2.292  -0.422  -0.07
C  -1.293  0.098  0.464  -0.19
N  -2.488  0.888  0.046  -0.08
C  -2.263  1.692  -1.192  -0.20
C  -0.788  2.285  -1.354  -0.22
O  -0.791  3.434  -2.269  -0.31
P  0.183  3.138  -3.637  1.10
C  -0.813  2.571  -5.127  -0.25
C  -1.063  0.989  -5.186  -0.71
O  -1.367  0.289  -4.201  -0.01
Cl  -0.897  0.081  -6.784  0.64
H  1.349  -0.159  -0.616  0.07
H  1.278  -2.017  -0.920  0.09
H  0.982  -1.293  0.790  0.08
H  -0.878  -0.624  -1.711  0.11
H  -1.799  -2.583  -1.260  0.10
H  -1.633  -0.539  1.368  0.15
H  -0.433  0.746  0.883  0.12
H  -3.206  0.173  -0.177  0.12
H  -2.972  2.606  -1.128  0.13
H  -2.633  1.082  -2.087  0.11
H  -0.305  2.519  -0.332  0.15
H  -0.141  1.431  -1.795  0.08
H  1.288  2.258  -3.314  0.09
H  0.769  4.423  -3.961  0.07
H  -1.805  3.141  -5.261  0.14
H  -0.177  2.824  -6.061  0.11
C  3.333  -0.837  6.062  -0.04
O  3.013  -2.101  5.483  0.00
C  1.935  -2.085  4.684  -0.60
O  1.251  -1.122  4.434  0.11
O  1.749  -3.328  4.211  0.00
C  0.627  -3.459  3.341  -0.04
H  4.217  -0.970  6.685  0.10
H  3.564  -0.105  5.285  0.10
H  2.515  -0.484  6.693  0.10
H  0.750  -2.831  2.456  0.07
H  -0.299  -3.211  3.865  0.10
H  0.572  -4.500  3.020  0.10

---

[8]
Density functional theory data (ωB97M-V with the def2-TZVPD basis set) for a structure of composition C10H22F3IInN2O4S.

Computed properties:
E_HOMO = -5.17 eV
frontier orbital gap = 7.57 eV
electronic energy = -54158.3445 eV
total charge = -1
ΔE to the lowest compared entry with this formula, charge and spin = 408.05 kJ/mol

Each line ends with the Löwdin charge.
Positions of all 44 atoms, in Å:
C  -1.807  -2.173  -0.158  -0.23
S  -0.498  -3.511  0.223  0.51
O  -0.584  -3.822  1.767  -0.56
O  -0.835  -4.830  -0.574  -0.55
In  1.796  -2.594  -0.383  0.24
I  2.185  -0.388  1.409  0.15
C  1.777  -1.889  -2.537  -0.32
C  3.250  -1.549  -3.172  -0.18
C  4.269  -0.738  -2.178  -0.25
F  3.606  0.476  -1.613  -0.06
F  5.378  -0.208  -3.056  -0.05
F  4.947  -1.584  -1.157  -0.03
H  -2.836  -2.581  0.223  0.08
H  -1.758  -1.957  -1.309  0.07
H  -1.463  -1.180  0.405  0.03
H  2.980  -3.940  -0.065  -0.07
H  1.001  -1.017  -2.654  0.04
H  1.339  -2.795  -3.180  0.06
H  3.049  -0.826  -4.101  0.13
H  3.797  -2.498  -3.644  0.14
C  -0.724  2.184  -1.955  -0.32
O  -0.710  1.053  -2.426  0.00
N  0.351  2.819  -1.372  -0.19
C  0.253  4.161  -0.836  -0.07
C  1.620  2.126  -1.291  -0.10
H  -1.638  2.800  -1.964  0.12
H  0.965  4.804  -1.362  0.08
H  0.498  4.135  0.229  0.09
H  -0.756  4.563  -0.964  0.08
H  1.950  1.868  -2.302  0.09
H  1.485  1.203  -0.719  -0.03
H  2.373  2.753  -0.806  0.09
C  -1.906  -0.186  2.525  -0.30
O  -1.627  0.245  1.413  -0.05
N  -2.838  0.360  3.382  -0.20
C  -3.111  -0.211  4.685  -0.07
C  -3.568  1.540  2.969  -0.06
H  -1.410  -1.079  2.938  0.14
H  -4.166  -0.496  4.732  0.09
H  -2.898  0.540  5.451  0.08
H  -2.492  -1.094  4.865  0.09
H  -4.118  1.315  2.050  0.09
H  -2.857  2.346  2.765  0.09
H  -4.268  1.854  3.748  0.08